[1]
Computed, not measured: a molecular structure, C11H17N3O4Sc, with ωB97M-V with the def2-TZVPD basis set.

Output
Highest occupied orbital energy (spin up / spin down) = -18.51 / -18.51 eV
HOMO-LUMO gap (spin up / spin down) = 4.4 / 4.4 eV
Spin multiplicity = 1
Charge = +3

Cartesian coordinates (Å):
Sc: -0.300 -0.215 -1.077
O: -0.104 3.106 -1.959
C: -0.213 1.992 -1.681
C: -0.419 -2.134 -2.272
O: -0.567 -3.125 -2.831
C: 1.514 0.310 -2.350
O: 2.462 0.728 -2.866
C: -2.172 -0.193 -2.237
O: -3.194 -0.286 -2.757
C: -0.204 0.867 -5.935
H: -1.179 1.353 -5.815
H: 0.681 1.477 -5.759
C: -0.099 -0.470 -6.067
H: 0.884 -0.973 -6.155
H: -0.990 -1.112 -6.234
C: 2.407 -1.252 2.652
N: 1.102 -0.651 3.012
C: 0.612 -1.007 4.345
C: 0.245 -0.271 2.007
N: 0.406 -0.853 0.807
N: -0.745 0.640 2.220
C: -0.729 1.590 3.331
C: -1.767 0.919 1.185
H: 3.052 -1.166 3.531
H: 2.847 -0.700 1.811
H: 2.330 -2.320 2.386
H: 0.553 -0.105 4.966
H: -0.367 -1.496 4.295
H: 1.326 -1.694 4.816
H: 1.095 -1.612 0.875
H: -1.712 2.067 3.391
H: -0.563 1.127 4.292
H: -0.010 2.403 3.173
H: -1.404 1.614 0.404
H: -2.196 -0.019 0.802
H: -2.581 1.460 1.694

=====

[2]
Computed, not measured: a molecular structure, C22H16BrCo2N2O6, with ωB97M-V with the def2-TZVPD basis set.

Output
Highest occupied orbital energy = -3.27 eV
HOMO-LUMO gap = 5.3 eV
ΔE to the lowest compared entry with this formula, charge and spin = 117.4 kJ/mol
Spin multiplicity = 1
Charge = -1

Cartesian coordinates (Å):
O: 2.505 -4.270 -3.909
C: 2.788 -3.185 -3.648
Co: 3.314 -1.587 -3.083
C: 4.436 -0.974 -4.299
O: 5.253 -0.470 -4.936
C: 1.921 -0.538 -3.316
O: 1.070 0.249 -3.332
C: 4.388 -1.962 -1.252
C: 3.954 -0.642 -1.384
C: 4.466 0.547 -1.773
C: 3.877 1.839 -1.559
C: 4.348 2.947 -2.308
C: 3.750 4.199 -2.181
C: 2.698 4.367 -1.264
C: 2.239 3.294 -0.492
C: 2.841 2.043 -0.636
Co: 3.031 -2.015 -0.038
C: 2.527 -3.669 -0.267
O: 2.203 -4.771 -0.460
C: 1.531 -1.139 0.141
O: 0.570 -0.490 0.195
C: 3.938 -1.848 1.428
O: 4.613 -1.631 2.344
H: 5.411 -2.343 -1.204
H: 5.429 0.528 -2.295
H: 5.177 2.755 -2.988
H: 4.118 5.029 -2.793
H: 2.257 5.355 -1.144
H: 1.414 3.412 0.218
H: 2.508 1.190 -0.045
C: -6.723 -1.544 3.439
N: -6.223 -0.481 2.603
C: -7.234 0.451 2.174
C: -4.879 -0.292 2.399
C: -4.395 0.030 1.085
Br: -5.542 0.036 -0.453
C: -3.019 0.177 0.915
N: -2.173 0.073 1.943
C: -2.599 -0.225 3.165
C: -3.949 -0.449 3.445
H: -5.924 -2.256 3.678
H: -7.153 -1.154 4.377
H: -7.535 -2.077 2.917
H: -6.785 1.323 1.694
H: -7.942 -0.027 1.484
H: -7.818 0.780 3.047
H: -2.586 0.388 -0.068
H: -1.845 -0.289 3.965
H: -4.252 -0.682 4.471

=====

[3]
Computed, not measured: C4H8ClFN2 in the gas phase, with ωB97M-V with the def2-TZVPD basis set.

Output
Highest occupied orbital energy = -8.85 eV
HOMO-LUMO gap = 9.7 eV
ΔE to the lowest compared entry with this formula, charge and spin = 202.2 kJ/mol
SMILES string = CN(C)/N=C\[C@H](F)Cl
Spin multiplicity = 1

Cartesian coordinates (Å):
C: -1.939 -0.639 -0.499
N: -0.645 0.017 -0.209
C: -0.896 1.381 0.198
N: -0.035 -0.553 0.915
C: 1.191 -0.767 0.828
C: 2.157 -0.413 -0.299
F: 3.171 -1.423 -0.224
Cl: 3.057 1.038 -0.039
H: -1.913 -1.648 -1.084
H: -2.446 -0.736 0.465
H: -2.338 0.148 -1.324
H: 0.020 1.961 0.326
H: -1.363 1.348 1.181
H: -1.523 1.858 -0.582
H: 1.743 -1.187 1.718
H: 1.758 -0.384 -1.370

=====

[4]
Computed, not measured: C18H14N4O4 in the gas phase, with ωB97M-V with the def2-TZVPD basis set.

Output
Highest occupied orbital energy = -6.89 eV
HOMO-LUMO gap = 5.5 eV
ΔE to the lowest compared entry with this formula, charge and spin = 533.8 kJ/mol
Spin multiplicity = 1

Cartesian coordinates (Å):
O: -3.890 1.312 0.440
O: -2.179 -2.117 2.813
O: 4.533 -4.980 1.271
O: 4.887 -4.110 3.308
C: -3.005 0.638 0.988
C: -2.125 -0.963 2.325
C: -1.620 0.866 1.159
C: 1.185 5.426 -2.248
C: 0.460 5.431 -1.032
C: 1.328 4.261 -3.088
C: 2.457 -1.206 0.979
C: 1.337 -2.137 2.809
C: 3.418 -2.292 0.994
C: 2.298 -3.171 2.947
C: -0.140 4.226 -0.702
C: 0.764 3.089 -2.613
C: 1.367 -1.130 1.823
C: 3.332 -3.238 2.025
C: -0.123 3.095 -1.523
C: 0.308 -0.154 1.656
N: -3.202 -0.595 1.590
N: 0.476 0.807 0.698
N: 4.320 -4.151 2.180
N: -0.654 1.465 0.390
C: -1.008 0.059 2.316
C: -0.881 1.951 -1.045
H: 1.661 6.414 -2.577
H: 0.303 6.174 -0.351
H: 1.881 4.297 -3.993
H: 2.665 -0.456 0.195
H: 0.505 -2.295 3.401
H: 4.346 -2.188 0.519
H: 2.218 -3.880 3.775
H: -0.551 4.150 0.287
H: 0.764 2.145 -3.243
H: -4.149 -0.900 1.712
H: 1.332 1.264 0.536
H: -0.878 0.567 3.283
H: -0.697 1.181 -1.725
H: -1.876 2.313 -1.111

=====

| no. | total energy (eV) |
| --- | --- |
| 1 | -45011.4505 |
| 2 | -183632.3655 |
| 3 | -22495.3261 |
| 4 | -33035.8514 |